No. 1
73
Properties=species:S:1:pos:R:3 method="wB97M-V/def2-TZVPD" charge=-1 s_squared=2.0190 e_lumo_ev="2.02 / 1.95" multiplicity=3 e_homo_ev="-3.5 / -4.0" de_lowest_ev=0.0700 orbital_gap_ev="5.5 / 5.9" total_energy_ha=-4604.83612 max_force_ev_per_a=0.449
Ti -0.2202 -0.7001 -0.7665
N -2.8609 -4.3378 -1.3035
C -1.8555 -3.3896 -1.3001
S -2.2137 -1.8173 -1.9467
N -0.6953 -3.7626 -0.8578
N 0.2217 -2.7427 -0.9222
C 1.4924 -3.0928 -1.0031
C 2.4118 -2.0482 -1.2316
C 3.8080 -2.2230 -1.3524
C 4.6024 -1.1510 -1.6440
C 4.0122 0.1204 -1.8204
C 2.6539 0.2304 -1.6792
N 1.8489 -0.8062 -1.3883
H -3.7882 -3.9536 -1.2325
H -2.6802 -5.1159 -0.6867
H 1.7924 -4.1331 -0.9472
H 4.2249 -3.2124 -1.2127
H 5.6739 -1.2739 -1.7401
H 4.6060 0.9916 -2.0575
H 2.1550 1.1866 -1.7995
O -0.9516 3.2039 1.3792
C -1.1893 4.0015 0.3231
C -1.5658 5.3197 0.5947
C -1.8203 6.2017 -0.4349
C -1.7055 5.7924 -1.7618
C -1.3385 4.4896 -2.0341
C -1.0806 3.5750 -1.0108
C -0.6988 2.1790 -1.3394
O -0.3083 1.4072 -0.3788
N -0.7662 1.7988 -2.5846
N -0.3366 0.4776 -2.6923
C -0.1085 0.1044 -3.8890
S 0.5505 -1.4761 -4.2457
C -0.0600 -1.4496 -5.9475
C 0.1801 -0.0540 -6.4923
S -0.4262 1.1447 -5.2716
H -0.6521 2.3353 1.0312
H -1.6435 5.6188 1.6318
H -2.1073 7.2206 -0.2041
H -1.8996 6.4856 -2.5695
H -1.2438 4.1388 -3.0531
H -1.1216 -1.6982 -5.9530
H 0.4903 -2.2040 -6.5095
H -0.3687 0.1151 -7.4193
H 1.2426 0.1122 -6.6700
C 2.3514 -0.8673 3.5694
C 2.3576 0.2779 2.7895
C 1.6138 0.2987 1.6277
N 0.8923 -0.7467 1.2052
C 0.9013 -1.8502 1.9619
C 1.6049 -1.9518 3.1482
H 2.8974 -0.9091 4.5030
H 2.9054 1.1618 3.0854
H 1.5812 1.1815 1.0030
H 0.3060 -2.6804 1.6065
H 1.5200 -2.8492 3.7429
N -3.7511 0.2075 1.6544
C -3.4146 -0.9174 2.3674
C -2.2514 -1.3533 1.8245
N -1.8711 -0.5181 0.8018
C -2.7966 0.4123 0.7282
H -4.5216 0.8229 1.8386
H -3.9430 -1.2489 3.2420
H -1.6552 -2.1736 2.1810
H -2.8322 1.2201 0.0178
C 1.0027 -0.2149 6.8452
O 0.3812 -1.3878 6.3459
C -0.6445 -1.2626 5.4514
S -1.3499 -2.7433 5.0517
S -1.0420 0.2566 4.8540
H 1.7653 -0.5699 7.5384
H 0.2822 0.4201 7.3626
H 1.4505 0.3768 6.0455

***

No. 2
73
Properties=species:S:1:pos:R:3 method="wB97M-V/def2-TZVPD" charge=-1 e_lumo_ev=1.45 e_homo_ev=-4.3 de_lowest_ev=2.5002 orbital_gap_ev=5.7 total_energy_ha=-17481.96981 max_force_ev_per_a=2.305
In 0.0076 0.0090 -0.0810
O -0.5928 -0.8008 -2.1359
N -0.0397 -0.3333 -3.1735
N 1.0579 0.2911 -2.9567
O 1.5778 0.4222 -1.7676
C 1.6725 0.9610 -4.0597
C 1.2549 0.7172 -5.3644
C 1.8543 1.4163 -6.3982
C 2.8584 2.3422 -6.1385
C 3.2663 2.5646 -4.8327
C 2.6762 1.8745 -3.7827
H 0.4782 -0.0083 -5.5548
H 1.5359 1.2318 -7.4160
H 3.3218 2.8830 -6.9535
H 4.0479 3.2830 -4.6220
H 2.9669 2.0341 -2.7549
S -1.3636 -1.5628 1.3579
S -0.6333 -0.0345 2.9698
S -0.4562 1.9299 2.4872
S 0.8933 2.0595 0.9006
C 1.7787 -3.1730 1.7368
As 1.8738 -1.9859 0.2044
C 1.7976 -3.2346 -1.2841
C 3.7456 -1.4691 0.2008
H 2.6978 -3.7522 1.8268
H 0.9258 -3.8368 1.6043
H 1.6150 -2.5735 2.6309
H 2.6184 -3.9494 -1.2290
H 1.8482 -2.6797 -2.2196
H 0.8479 -3.7681 -1.2407
H 4.3918 -2.3470 0.2118
H 3.9376 -0.8588 1.0823
H 3.9350 -0.8700 -0.6885
O -1.8708 1.0790 -0.4295
As -3.1028 1.3737 -1.4790
C -4.6205 1.7503 -0.3761
C -4.4427 1.6462 0.9981
C -5.5233 1.8838 1.8373
C -6.7567 2.2288 1.3042
C -6.9265 2.3307 -0.0717
C -5.8567 2.0850 -0.9179
C -3.6182 -0.0239 -2.6722
C -4.1907 -1.1563 -2.1016
C -4.5472 -2.2240 -2.9082
C -4.3349 -2.1555 -4.2771
C -3.7923 -1.0115 -4.8482
C -3.4293 0.0617 -4.0467
C -2.6419 2.9366 -2.4983
C -3.2174 4.1690 -2.2191
C -2.7495 5.3090 -2.8602
C -1.7009 5.2188 -3.7638
C -1.1133 3.9886 -4.0309
C -1.5811 2.8492 -3.3967
H -3.4693 1.3752 1.3930
H -5.3976 1.7931 2.9082
H -7.5961 2.4126 1.9631
H -7.8936 2.5900 -0.4831
H -5.9891 2.1383 -1.9931
H -4.3413 -1.2231 -1.0293
H -4.9650 -3.1184 -2.4666
H -4.5813 -3.0111 -4.8921
H -3.6443 -0.9552 -5.9192
H -3.0087 0.9514 -4.4959
H -4.0230 4.2442 -1.4988
H -3.1977 6.2697 -2.6419
H -1.3310 6.1111 -4.2527
H -0.2822 3.9143 -4.7217
H -1.1059 1.8948 -3.5922
Se -4.2383 -4.1990 0.4655
Sb -2.8628 -5.7395 -1.0819
Se -3.8114 -5.9828 -3.2347
Se -1.7184 -7.4714 0.0346
Se -2.1332 -3.2699 -0.2760

***

No. 3
66
Properties=species:S:1:pos:R:3 method="wB97M-V/def2-TZVPD" charge=+1 e_lumo_ev="-6.09 / -5.53" e_homo_ev="-10.9 / -10.9" orbital_gap_ev="4.8 / 5.4" total_energy_ha=-1756.48130 max_force_ev_per_a=2.390
Au 0.2109 -1.1786 -2.1328
N -1.6182 -2.3489 -1.9977
C -1.7395 -3.4875 -2.9061
C -0.7308 -4.5853 -2.5901
C 0.7171 -4.2311 -2.9137
N 1.2720 -3.2489 -1.9897
H -1.7100 -2.6245 -1.0075
H -2.3627 -1.6804 -2.1720
H -1.6007 -3.1313 -3.9312
H -2.7424 -3.9244 -2.8377
H -0.9973 -5.4630 -3.1782
H -0.8168 -4.8514 -1.5354
H 0.7872 -3.8133 -3.9203
H 1.3058 -5.1559 -2.8910
H 2.2397 -3.0282 -2.2015
H 1.1997 -3.5541 -1.0236
O 3.6405 1.2287 -2.3448
C 2.7522 0.4870 -2.4282
N 1.9108 -0.3238 -2.6505
C -0.4438 1.9859 -4.0563
C -1.3744 1.5911 -2.9609
O -1.3720 0.4643 -2.4568
C -2.3564 2.5661 -2.4706
C -2.6592 3.7453 -3.1595
C -3.5890 4.6241 -2.6380
C -4.2213 4.3451 -1.4350
C -3.9342 3.1730 -0.7518
C -3.0137 2.2854 -1.2653
H 0.3426 1.2413 -4.1587
H -0.0011 2.9615 -3.8683
H -0.9998 2.0506 -4.9921
H -2.1826 3.9740 -4.0994
H -3.8325 5.5271 -3.1775
H -4.9393 5.0421 -1.0331
H -4.4393 2.9495 0.1743
H -2.7678 1.3734 -0.7399
O -1.6319 -2.2088 0.8095
C -0.7273 -1.4503 1.0887
N -0.4647 -0.9090 2.3028
C 0.7858 -0.1864 2.3227
C 1.1425 -0.2523 0.7627
O 2.1027 0.2864 0.2794
N 0.2259 -0.9996 0.1967
C 1.8825 -0.9263 3.0676
C 1.5485 -1.8222 4.0855
C 2.5415 -2.4781 4.7892
C 3.8759 -2.2749 4.4777
C 4.2145 -1.3809 3.4734
C 3.2270 -0.7126 2.7742
C 0.6648 1.2533 2.7589
C 1.6087 2.2006 2.3681
C 1.5225 3.5063 2.8103
C 0.4879 3.8899 3.6503
C -0.4497 2.9517 4.0522
C -0.3764 1.6464 3.6024
H -1.0012 -1.1281 3.1252
H 0.5189 -1.9914 4.3601
H 2.2676 -3.1587 5.5810
H 4.6463 -2.8125 5.0089
H 5.2493 -1.2163 3.2148
H 3.5032 -0.0457 1.9721
H 2.3939 1.9214 1.6827
H 2.2549 4.2267 2.4796
H 0.4104 4.9144 3.9819
H -1.2478 3.2389 4.7196
H -1.1103 0.9332 3.9428